# 1
The following is a quantum chemistry calculation of a single C4H10N2O3 molecule at a distorted geometry, from the OMol25 dataset.

HOMO level (alpha / beta) = -0.312 / -0.337 Ha
E_LUMO (alpha / beta) = -1.112 / 0.023 eV
electronic energy = -493.47429 Ha
maximum force = 3.61 eV Å⁻¹
charge = 0

Last column: Mulliken charge in e.
Cartesian coordinates (Å):
C -1.093 0.753 1.329  -1.602
C -1.607 0.171 -1.070  -1.559
C -0.500 0.554 -0.062  1.452
O 0.259 1.592 -0.478  -0.544
H -2.276 1.031 -1.136  0.427
H -0.331 1.105 2.025  0.386
H -1.873 1.514 1.275  0.424
H -1.538 -0.172 1.707  0.298
H -1.178 -0.016 -2.052  0.366
H -2.163 -0.704 -0.742  0.312
C 0.635 -0.669 -0.122  0.635
N 1.471 -0.794 1.038  -0.715
O 2.488 0.369 -0.953  -0.277
O 0.048 -1.895 -0.427  -0.522
N 1.295 -0.103 -1.278  -0.408
H 2.808 0.822 -1.751  0.389
H 0.743 -2.567 -0.386  0.421
H 0.900 -1.081 1.824  0.246
H 1.913 0.091 1.260  0.272

***

# 2
The following is a quantum chemistry calculation of 2 unconnected molecules or ions with the total composition H5N2PS2 at a distorted geometry, from the OMol25 dataset.

HOMO level = -0.349 Ha
E_LUMO = 0.311 eV
electronic energy = -1250.24464 Ha
maximum force = 4.14 eV Å⁻¹
charge = 0

Last column: Mulliken charge in e.
Cartesian coordinates (Å):
N 1.041 0.080 1.083  -0.596
N 0.387 -0.756 -1.282  -0.355
P 1.124 0.381 -0.421  0.602
S 1.741 1.885 -1.557  -0.380
S -2.522 -0.473 1.062  -0.307
H 1.448 0.792 1.620  0.256
H 0.632 -0.747 -2.248  0.229
H -0.075 -1.555 -0.949  0.265
H -1.684 -0.164 2.142  0.181
H -2.092 0.555 0.549  0.104

***

# 3
The following is a quantum chemistry calculation of a single C2H4N2O2 molecule at a distorted geometry, from the OMol25 dataset.

HOMO level = -0.382 Ha
E_LUMO = 0.730 eV
electronic energy = -338.65034 Ha
maximum force = 1.23 eV Å⁻¹
structure (SMILES) = NC(=O)NC=O
charge = 0

Last column: Mulliken charge in e.
Cartesian coordinates (Å):
N 0.389 0.867 -1.146  -0.320
C 0.444 0.775 0.196  0.477
O 1.023 1.600 0.879  -0.629
N -0.205 -0.282 0.840  -0.120
C -0.844 -1.357 0.264  0.159
O -0.884 -1.570 -0.927  -0.566
H -0.052 0.168 -1.710  0.234
H 0.946 1.601 -1.556  0.218
H -0.067 -0.244 1.828  0.207
H -1.342 -1.971 1.027  0.340

***

For reference, energy above the lowest of the compared OMol25 structures with the same formula, charge and spin by record: 132.3; 35.2; 1.8 kcal per mole.